{
  "formula": "C16H14BEuF5N6S",
  "method": "ωB97M-V/def2-TZVPD",
  "species": ["H", "N", "B", "N", "C", "Eu", "H", "C", "H", "C", "H", "C", "H", "H", "H", "N", "N", "N", "N", "C", "C", "H", "H", "C", "C", "C", "C", "H", "H", "H", "H", "H", "F", "C", "C", "F", "C", "F", "C", "S", "C", "F", "C", "F"],
  "xyz": [[1.298739, -0.273961, -3.205005], [-0.148328, 0.756746, -2.006649], [-2.508920, 1.483141, -1.084435], [-1.469372, 1.127714, -2.216191], [-1.743756, 0.909312, -3.507275], [0.451700, 0.528601, 0.967498], [-2.705278, 1.194019, -3.900860], [-0.616075, 0.380530, -4.140832], [-0.535429, 0.146813, -5.194367], [0.374378, 0.272194, -3.182702], [-3.532786, 1.881128, -1.587482], [0.385259, 0.141627, 3.349990], [0.909650, -0.527234, 4.047839], [-0.717454, 0.050645, 3.446670], [0.659448, 1.212996, 3.496730], [-1.857400, 2.579135, -0.206819], [-2.849887, 0.251761, -0.177768], [-0.612725, 2.271738, 0.397002], [-1.861535, -0.342952, 0.606110], [-2.233026, 3.820067, 0.127904], [-4.025651, -0.371583, 0.042815], [-3.169023, 4.230712, -0.229336], [-4.924631, -0.043198, -0.466799], [-1.249260, 4.381937, 0.948733], [-3.828314, -1.400050, 0.962661], [-0.259188, 3.405616, 1.092537], [-2.464983, -1.340615, 1.296794], [-1.270912, 5.369425, 1.374250], [-4.561484, -2.094188, 1.340726], [0.663476, 3.424148, 1.644915], [-1.910823, -1.959692, 1.982122], [0.402523, 1.381696, -1.427217], [6.278167, -3.241215, -0.748021], [5.075204, -3.014158, -0.179665], [4.179265, -2.101528, -0.752369], [4.516903, -1.512044, -1.923350], [2.990449, -1.806508, -0.112269], [2.203544, -0.763055, -0.591817], [2.580356, -2.471003, 1.061338], [1.091330, -2.173231, 1.810019], [3.501330, -3.425510, 1.584395], [3.170617, -4.087943, 2.716689], [4.730311, -3.680615, 0.992579], [5.593592, -4.571418, 1.550914]],
  "forces_ev_per_a": [[0.49, 0.48, 0.02], [-0.77, -0.41, -1.33], [-0.53, -0.10, 1.22], [0.80, -0.10, -0.90], [0.61, 0.25, 1.02], [3.38, -4.89, 2.00], [-0.09, -0.29, 0.04], [0.37, -0.18, -0.37], [-0.02, -0.20, 0.28], [-1.68, 0.21, 0.23], [0.34, -0.05, -0.10], [-0.41, 0.86, 0.12], [-0.24, 0.48, -0.27], [0.29, 0.14, 0.35], [-0.19, -0.11, 0.68], [1.73, -0.18, 0.78], [1.14, -0.42, 0.45], [-3.61, 5.71, -1.50], [-1.52, -0.44, -0.19], [0.66, -0.21, 0.25], [0.13, -0.34, 0.16], [0.16, -0.06, 0.08], [0.18, -0.10, 0.10], [-0.14, -0.17, -0.19], [0.08, 0.49, -0.30], [-1.48, -0.97, -1.24], [-0.10, 1.24, -1.22], [0.04, -0.01, 0.05], [0.01, 0.11, -0.03], [0.11, 0.09, 0.17], [0.18, 0.06, -0.03], [-0.21, -0.13, 0.53], [-0.35, 0.07, -0.01], [-0.10, 0.09, -0.22], [0.52, -0.15, 0.01], [-0.13, 0.04, 0.38], [0.37, -0.36, 0.60], [0.31, -0.44, -0.20], [0.54, -0.55, -0.44], [-0.34, -0.47, -0.15], [-0.11, 0.20, -0.05], [0.29, 0.31, -0.70], [-0.11, -0.19, 0.45], [-0.61, 0.69, -0.51]],
  "spin_multiplicity": 8,
  "charge": 0,
  "gap_ev": [4.4055, 4.5049],
  "e_tot_ev": -70184.5093,
  "s2": 15.765,
  "lumo_ev": [-1.069, -1.070]
}

=====

{
  "formula": "C16H14Cl3GeNO4STc",
  "method": "ωB97M-V/def2-TZVPD",
  "species": ["Tc", "C", "C", "C", "C", "C", "C", "C", "S", "O", "O", "N", "C", "C", "O", "O", "H", "H", "H", "H", "H", "H", "H", "H", "H", "Cl", "Ge", "Cl", "Cl", "C", "C", "C", "C", "C", "C", "C", "H", "H", "H", "H", "H"],
  "xyz": [[-0.644061, -0.848925, -1.046891], [-5.716594, 4.579544, -2.903518], [-5.071100, 3.252874, -2.659790], [-3.696740, 3.163511, -2.393897], [-3.089877, 1.946165, -2.182813], [-3.878977, 0.792309, -2.243148], [-5.250558, 0.845873, -2.508940], [-5.829851, 2.081306, -2.711340], [-3.211224, -0.752847, -1.945425], [-1.783557, -0.827668, -2.608478], [-4.073858, -1.812315, -2.307599], [-2.556390, -0.903207, -0.461164], [-2.866150, -0.036522, 0.662486], [-1.729474, 0.960478, 0.853733], [-1.682815, 1.865558, 1.597904], [-0.625531, 0.670508, 0.011588], [-5.039703, 5.403683, -2.692851], [-6.608629, 4.690190, -2.286473], [-6.033987, 4.653750, -3.945506], [-3.101707, 4.066426, -2.364134], [-2.022843, 1.901883, -2.002699], [-5.834143, -0.062901, -2.561578], [-6.889926, 2.141522, -2.921071], [-2.945127, -0.627470, 1.577430], [-3.800831, 0.511832, 0.536208], [3.095310, -2.986542, 0.597297], [1.694902, -1.444004, 0.569034], [1.867555, -0.451486, -1.408527], [1.760694, -0.099714, 2.143139], [-0.134191, -2.264394, 0.075230], [-0.519325, -3.558936, 0.402611], [0.004107, -4.235491, 1.541788], [-0.434035, -5.494684, 1.852379], [-1.377954, -6.121577, 1.031604], [-1.909993, -5.486278, -0.095549], [-1.498231, -4.217688, -0.407062], [0.736143, -3.748532, 2.173134], [-0.052769, -6.007722, 2.724043], [-1.710314, -7.122122, 1.278670], [-2.640749, -5.992851, -0.709947], [-1.912536, -3.710198, -1.269385]],
  "forces_ev_per_a": [[-0.14, 0.56, 0.14], [-0.01, 0.00, 0.02], [0.07, 0.02, 0.01], [-0.04, 0.01, -0.01], [-0.02, -0.01, 0.00], [-0.04, 0.04, -0.03], [0.01, 0.01, -0.01], [-0.01, -0.01, 0.00], [0.11, -0.07, 0.03], [-0.08, -0.14, -0.06], [0.01, 0.00, -0.01], [0.19, -0.01, -0.09], [-0.10, -0.07, 0.01], [0.10, 0.16, 0.09], [-0.01, -0.03, -0.02], [-0.01, -0.28, -0.10], [0.00, 0.00, 0.00], [0.00, 0.00, -0.01], [0.00, 0.00, 0.00], [0.00, 0.00, 0.00], [0.01, -0.01, 0.00], [-0.01, 0.01, 0.00], [0.00, 0.00, 0.00], [0.00, 0.03, 0.01], [0.00, -0.01, -0.01], [0.09, 0.01, 0.01], [-0.11, -0.21, -0.10], [-0.05, -0.01, -0.02], [0.01, 0.06, 0.08], [-0.03, -0.13, 0.12], [-0.03, 0.07, -0.14], [0.07, -0.01, 0.04], [0.01, -0.03, 0.04], [-0.04, 0.03, -0.04], [0.03, -0.01, 0.04], [0.00, 0.04, 0.01], [0.00, 0.00, 0.01], [0.01, 0.00, 0.00], [0.01, -0.01, 0.00], [0.00, 0.00, 0.00], [0.01, 0.00, -0.01]],
  "spin_multiplicity": 2,
  "charge": 2,
  "gap_ev": [5.9659, 6.0841],
  "e_tot_ev": -133600.3313,
  "s2": 0.777,
  "lumo_ev": [-9.495, -9.382],
  "de_lowest_ev": 0.656
}

=====

{
  "formula": "C16H14ClN3O5S3",
  "method": "ωB97M-V/def2-TZVPD",
  "species": ["O", "O", "O", "O", "Cl", "N", "O", "S", "C", "C", "C", "C", "C", "C", "C", "C", "C", "C", "C", "C", "C", "C", "C", "N", "N", "C", "S", "S", "H", "H", "H", "H", "H", "H", "H", "H", "H", "H", "H", "H", "H", "H"],
  "xyz": [[1.344090, 2.736366, 1.274042], [3.342853, 4.120317, 1.768925], [2.258682, -0.497029, -0.772936], [1.749732, -2.560428, 0.485701], [-4.235008, -3.624345, -6.069067], [-5.700608, -2.635916, -4.011592], [-4.237283, 0.094154, -1.063938], [-3.680343, -1.025396, -4.612833], [-4.726939, -2.421264, -4.812041], [-5.636141, -1.617812, -3.071091], [-4.656415, -0.684896, -3.199093], [4.606329, -0.682409, 3.736928], [4.923719, 0.666734, 4.026995], [-1.903995, 0.908447, -0.847078], [-2.586419, -1.278227, -0.175315], [3.564281, -0.809694, 2.841439], [4.305334, 1.694236, 3.380930], [-0.565468, 0.469322, -0.630902], [-1.296536, -1.667817, 0.223983], [-2.901268, -0.043533, -0.773905], [2.854825, 0.207573, 2.226971], [3.340472, 1.490273, 2.429519], [-0.274307, -0.823420, -0.065605], [3.467122, 2.324875, -0.162475], [1.665450, -0.059621, 1.648294], [-4.508060, 0.501485, -2.409859], [2.814339, 2.840607, 1.353674], [1.434020, -1.122486, 0.316087], [-6.276374, -1.635582, -2.194736], [5.071005, -1.572613, 4.068234], [5.734771, 0.882329, 4.843703], [-2.182047, 1.849443, -1.197396], [-3.303293, -2.119751, -0.221244], [3.171099, -1.770200, 2.655257], [4.477528, 2.736822, 3.597501], [0.272535, 1.063728, -1.010456], [-1.084026, -2.537567, 0.788974], [4.441108, 2.301128, -0.074877], [3.046105, 1.466959, -0.519796], [1.062212, 0.698142, 1.383993], [-3.741755, 1.157329, -2.846457], [-5.451325, 0.979736, -2.308456]],
  "forces_ev_per_a": [[1.91, -0.12, -0.45], [0.33, -1.47, -0.62], [-1.73, -0.78, 1.82], [-1.25, 2.96, 0.86], [-0.63, 1.21, 1.02], [0.91, 0.81, 0.39], [1.31, 0.99, 0.24], [-1.32, -0.99, 0.62], [1.25, -1.33, -1.87], [0.03, 0.02, 0.46], [-0.39, -1.60, -2.15], [-0.89, 2.65, -1.46], [2.62, -1.28, 2.70], [1.54, -1.99, -0.13], [0.15, -1.72, -0.63], [-0.24, -0.88, 0.23], [0.02, 1.18, 0.00], [-0.38, -0.43, -0.18], [-1.16, 0.87, -0.07], [-0.17, -2.24, 1.95], [1.85, 0.51, 1.27], [-0.53, 0.56, -0.86], [0.43, 3.03, -0.55], [-2.44, 1.54, 1.68], [-2.78, -2.34, -2.01], [0.58, 0.72, 1.04], [-1.82, -0.56, -0.48], [3.42, -0.89, -2.78], [-0.24, 0.00, -0.34], [0.57, -0.37, 0.74], [-1.68, -0.27, -1.71], [0.20, 1.63, -0.60], [-0.04, 0.99, 0.43], [-0.28, -1.20, -0.19], [0.61, 0.08, 0.17], [-0.37, 0.08, 0.60], [-0.15, -1.06, 0.11], [1.73, -0.19, -0.07], [0.02, -0.12, 0.28], [-0.04, 1.02, 0.36], [-0.27, 0.11, 0.43], [-0.68, 0.87, -0.24]],
  "charge": 0,
  "gap_ev": 9.1435,
  "e_tot_ev": -76551.7085,
  "lumo_ev": -0.012,
  "smiles": "NS(=O)(=O)c1ccccc1NS(=O)(=O)c1ccc(OCc2cnc(Cl)s2)cc1",
  "de_lowest_ev": 1.624
}